The following is a DFT calculation (ωB97M-V/def2-TZVPD) of 14 unconnected molecules or ions with the total composition C71H128F21N9O26S7.

The geometry in XYZ format:
```
262
Properties=species:S:1:pos:R:3:forces:R:3
C -3.693176 3.667129 -3.412145 -0.188 1.198 1.122
C -3.542314 4.759085 -2.254402 1.485 -1.181 -1.012
N -2.729324 6.025776 -2.575572 0.336 -0.041 0.048
C -3.424575 6.650913 -3.745057 -0.944 1.500 1.095
C -2.810535 6.891341 -1.283871 0.947 -0.077 0.276
C -1.812302 6.425911 -0.111359 -0.665 -0.277 -1.704
C -1.251404 5.747655 -2.967080 -0.661 -0.998 -1.499
C -0.341487 6.900808 -3.326759 0.090 1.362 0.534
O -0.808877 7.589632 -4.493489 -1.843 -1.835 1.105
C -0.049146 8.643907 -4.932936 1.229 0.304 -0.228
H -4.353581 2.937731 -2.943146 0.111 -0.263 -0.101
H -2.763642 3.195403 -3.730796 0.101 0.098 0.359
H -4.206001 4.008154 -4.311486 -0.025 0.256 0.179
H -2.976522 4.314548 -1.435648 -0.191 -0.192 0.061
H -4.500624 5.081374 -1.847126 0.069 0.112 -0.321
H -3.087418 7.673465 -3.914817 0.653 -0.421 -0.220
H -4.430524 6.835444 -3.368076 -0.392 -0.470 -0.366
H -3.414000 6.040146 -4.647803 0.244 0.071 0.381
H -3.858666 6.982064 -0.998744 0.020 -0.569 0.100
H -2.567077 7.899415 -1.619435 0.422 -0.005 0.081
H -1.986575 6.955592 0.825212 0.042 0.463 -0.430
H -0.800821 6.503629 -0.510080 0.103 0.536 0.501
H -1.862559 5.380535 0.193200 -0.629 -0.145 -0.308
H -1.282899 5.292448 -3.956975 -0.641 -0.818 0.331
H -0.859819 5.027432 -2.248712 0.238 0.449 -0.069
H 0.678851 6.582079 -3.539893 -0.016 -0.734 0.254
H -0.247684 7.520822 -2.435204 0.053 0.854 -0.125
H -0.459720 9.023486 -5.868599 -0.322 0.173 0.320
H 0.939141 8.270591 -5.201332 0.486 0.189 0.124
H 0.030011 9.392485 -4.144606 0.112 0.421 -0.225
C 4.191780 4.974262 -4.191499 -0.040 -0.836 0.372
C 4.943945 3.870010 -3.428895 -0.155 -1.805 -0.833
N 4.443299 2.428659 -3.815778 -2.810 -1.467 0.566
C 2.899415 2.273841 -3.287956 2.270 -0.201 0.007
C 4.466271 2.148386 -5.345733 -0.766 0.083 0.992
C 4.172098 0.700809 -5.784858 0.478 -0.461 0.266
C 5.315335 1.257971 -3.185150 0.160 2.069 0.813
C 5.736179 1.432815 -1.707753 -1.481 1.204 -0.429
O 6.693947 2.456873 -1.566394 0.426 -0.648 0.207
C 7.085961 2.617835 -0.205194 0.811 0.661 -0.201
H 4.526027 5.958286 -3.862738 0.106 -0.130 -0.063
H 3.132539 4.893927 -3.947253 0.056 0.206 0.136
H 4.262230 4.874552 -5.274643 0.353 0.113 0.074
H 4.838509 3.900518 -2.344429 -0.186 0.283 -0.134
H 5.999902 3.703669 -3.641907 0.157 0.936 -0.085
H 2.238163 3.082328 -3.599703 0.541 0.069 -0.067
H 3.066696 2.269656 -2.210874 -0.468 0.134 0.004
H 2.466544 1.333070 -3.628060 0.415 -0.028 -0.113
H 5.423401 2.596458 -5.612635 -0.031 -0.382 -0.643
H 3.619861 2.692909 -5.764290 0.301 0.505 0.079
H 4.919733 -0.063119 -5.571413 0.488 0.377 -0.040
H 4.011032 0.682606 -6.862741 0.056 0.238 0.012
H 3.284773 0.240845 -5.349908 -0.279 0.612 0.105
H 6.249278 1.360383 -3.737734 -0.103 -0.674 -0.381
H 4.756594 0.327125 -3.282259 0.143 0.168 -0.416
H 6.002063 0.464265 -1.284302 0.511 -0.128 -0.128
H 4.881276 1.788086 -1.132406 -0.467 -0.294 0.166
H 7.751322 3.480414 -0.168399 -0.086 0.087 -0.183
H 7.701380 1.791861 0.151373 -0.293 -0.385 0.003
H 6.267024 2.840414 0.478842 -0.355 -0.277 -0.143
C 3.209618 5.274480 4.706761 0.396 0.366 -0.373
C 1.951045 5.984106 4.354837 -1.374 0.381 0.546
N 0.668246 5.167382 4.591630 0.760 -0.694 -1.084
C 0.738839 3.716745 4.152784 0.250 -0.561 -0.567
C 0.440349 5.184348 6.103271 -0.641 0.484 0.593
C -0.784089 4.456710 6.726878 0.605 1.073 -0.947
C -0.456374 5.834855 3.702026 -0.761 -0.911 1.640
C -0.665295 7.349152 3.759432 0.300 -1.004 0.654
O -0.962502 7.709072 5.077167 -0.014 -1.347 0.124
C -0.548199 8.955400 5.502244 0.020 0.980 0.764
H 4.042125 5.904599 4.393748 0.022 0.004 -0.160
H 3.211707 4.391519 4.067634 0.546 -0.361 0.580
H 3.366064 5.137445 5.776733 -0.218 -0.578 -0.178
H 1.951668 6.357648 3.330840 -0.117 -0.417 -0.069
H 1.686345 6.822546 4.999073 0.720 0.386 -0.103
H 1.379563 3.009170 4.679007 0.663 0.958 0.695
H 1.090946 3.678108 3.121955 -0.396 0.205 -0.157
H -0.197949 3.174267 4.280291 -0.457 0.794 -0.453
H 0.382484 6.246130 6.342756 -0.260 -0.125 0.107
H 1.328762 4.824452 6.622227 0.253 -0.252 -0.709
H -1.658631 5.063550 6.492303 -0.292 -0.467 -0.049
H -0.641575 4.517961 7.805787 0.039 -0.171 -0.034
H -0.873452 3.418017 6.408722 -0.087 0.118 0.051
H -1.246472 5.245961 4.167928 -0.982 0.819 -0.318
H -0.513963 5.539549 2.654375 1.222 -0.503 0.057
H -1.508983 7.522120 3.091327 -0.165 0.188 -0.133
H 0.187803 7.932725 3.413326 0.146 -0.169 -0.313
H 0.224378 9.385405 4.864813 -0.391 0.363 -0.438
H -0.052831 8.922022 6.472608 -0.115 -0.463 0.298
H -1.458305 9.537563 5.646799 0.357 0.733 -0.306
C 0.625389 -5.568197 -1.430069 -0.724 -0.415 0.563
C 1.986748 -6.331893 -1.542625 -1.003 0.231 -0.058
N 2.302502 -7.494498 -0.591603 -1.055 -0.368 0.100
C 1.174064 -8.663179 -0.805988 1.829 1.896 1.094
C 3.692373 -8.040548 -0.941719 0.210 0.447 -1.564
C 3.912684 -8.597520 -2.432738 -0.343 0.234 0.586
C 2.223506 -7.047622 0.914934 0.288 -0.203 -0.167
C 3.322675 -6.106861 1.421853 -1.077 0.589 -0.201
O 3.145076 -4.893146 0.642736 2.217 -0.557 0.764
C 4.176259 -3.911406 0.966699 -0.975 0.151 -0.320
H 0.544682 -4.639715 -0.864823 1.274 0.177 -0.082
H -0.209417 -6.051038 -0.922076 0.085 -1.057 -0.081
H 0.264776 -5.327291 -2.430073 0.313 -0.008 -0.125
H 2.759887 -5.568142 -1.458767 0.196 -0.540 -0.134
H 1.967388 -6.828517 -2.512732 0.312 0.326 -0.059
H 1.398356 -9.354001 0.006761 -0.096 -0.265 -0.391
H 1.307627 -9.060904 -1.812013 -0.079 0.065 0.280
H 0.208385 -8.200855 -0.601512 0.077 -0.026 -0.143
H 4.040763 -8.691361 -0.139744 -0.505 -0.474 -0.254
H 4.379334 -7.196321 -0.882842 -0.223 0.271 0.104
H 3.838557 -7.872392 -3.243176 -0.168 0.716 0.513
H 3.258509 -9.386406 -2.803980 -0.015 -0.321 0.683
H 4.941638 -8.935538 -2.555608 -0.020 -0.233 0.526
H 2.185572 -7.965753 1.501192 -0.103 0.126 0.095
H 1.279658 -6.511334 1.013158 -0.122 -0.344 -0.019
H 4.313416 -6.541420 1.554909 0.517 0.031 -1.385
H 3.199414 -5.830888 2.469117 -1.101 -0.292 0.256
H 3.669157 -3.109014 1.502522 0.132 0.215 -0.035
H 4.597534 -3.550206 0.028527 -0.048 0.073 0.087
H 4.993936 -4.249126 1.603448 -0.178 -0.510 -0.043
C 3.149378 0.218126 0.478424 -2.234 -0.229 0.867
C 1.904618 -0.428106 -0.239984 0.654 0.306 -0.462
N 0.520611 0.266990 0.014842 -0.662 -0.028 0.284
C 0.234406 0.453353 1.540715 0.333 0.546 -0.735
C 0.524715 1.670362 -0.720471 -2.194 -0.768 1.080
C -0.799955 2.535960 -0.628826 1.410 -0.483 -0.238
C -0.626814 -0.539663 -0.668328 1.287 -1.189 0.559
C -0.683306 -2.032689 -0.266590 -0.225 -0.041 0.159
O -0.709681 -2.136100 1.123468 0.190 -0.172 0.342
C -0.888564 -3.437610 1.703191 -0.151 0.540 -0.062
H 4.098653 -0.314971 0.425685 -0.274 -0.154 -0.790
H 2.869990 0.085026 1.523567 0.333 0.482 0.373
H 3.248076 1.284661 0.276255 0.150 -0.094 -0.073
H 1.844097 -1.478372 0.045275 -0.351 0.146 0.348
H 2.042490 -0.447439 -1.321054 -0.233 0.194 -0.135
H -0.797494 0.752104 1.725184 -0.116 -0.016 -0.505
H 0.833233 1.306647 1.859160 0.190 -0.252 0.064
H 0.435792 -0.441386 2.129761 0.266 0.235 -0.540
H 0.603897 1.432773 -1.781315 0.825 0.036 0.131
H 1.286219 2.268851 -0.220449 0.307 -0.170 -0.552
H -0.893725 3.029267 0.338625 -0.028 0.124 -0.178
H -1.763743 2.147828 -0.958318 0.294 -0.678 0.137
H -0.521977 3.199417 -1.447756 -0.191 0.705 0.325
H -0.386676 -0.547410 -1.731522 -0.223 0.401 -0.111
H -1.596299 -0.095346 -0.443004 0.393 0.445 0.006
H 0.062974 -2.650943 -0.765521 0.790 0.248 0.273
H -1.585365 -2.518346 -0.638780 -0.760 0.380 -0.479
H -0.150561 -4.168615 1.372921 0.323 0.164 0.188
H -1.863950 -3.868157 1.476586 -0.234 0.164 -0.250
H -0.848777 -3.234899 2.773434 0.240 -0.443 -0.124
C 0.074242 -1.393527 -6.336136 0.084 -0.127 1.213
N -0.731094 -2.361734 -5.543078 0.058 -3.013 -0.914
C -0.617438 -3.710915 -5.771470 -1.106 0.333 1.424
C -1.408128 -4.633677 -5.034938 2.521 0.344 -1.926
C -2.183814 -4.234450 -3.993384 0.208 -0.408 -0.179
C -2.244153 -2.873015 -3.786341 -0.153 1.271 0.258
C -1.546741 -1.945485 -4.572425 -0.855 -0.688 -0.003
C -3.014148 -5.207660 -3.245160 -1.599 -0.015 0.631
C -2.682948 -6.534903 -2.889910 -0.240 -0.170 -0.289
C -3.607129 -7.405495 -2.276212 0.504 1.479 -1.545
N -4.866631 -6.982404 -2.190345 -0.262 0.069 1.608
C -5.243357 -5.689330 -2.329842 2.282 0.789 -2.185
C -4.318852 -4.747872 -2.939347 -1.615 -2.798 1.795
C -5.806464 -7.917300 -1.510587 -1.181 1.512 -0.441
H 0.487595 -0.848878 -5.487268 0.482 0.786 -0.834
H -0.582823 -0.795720 -6.967793 0.189 -0.005 0.158
H 0.878446 -1.930927 -6.838692 -0.235 0.122 0.018
H 0.100376 -4.086982 -6.485425 0.022 0.431 -0.164
H -1.245645 -5.659346 -5.331595 -0.264 -0.180 0.174
H -2.906824 -2.549370 -2.997345 0.143 0.549 -0.014
H -1.704964 -0.877448 -4.597991 0.048 0.313 0.593
H -1.757808 -6.982661 -3.221626 0.349 0.259 0.381
H -3.467223 -8.426836 -1.954171 0.529 0.085 -0.072
H -6.282700 -5.480732 -2.123306 0.041 0.116 -0.004
H -4.731039 -3.775631 -3.165722 0.338 0.077 -0.096
H -5.632773 -8.972180 -1.723094 0.525 0.340 0.432
H -6.776293 -7.660452 -1.936692 -0.176 -0.214 0.097
H -5.768813 -7.539045 -0.489013 -0.051 -1.148 0.257
C -1.298023 -0.737300 8.375638 0.564 0.010 0.876
N -1.770910 -1.169558 7.102819 -0.378 1.022 -2.976
C -2.112054 -2.448294 6.889295 -1.081 0.079 -0.855
C -2.905566 -2.788156 5.768634 1.729 0.195 -0.861
C -3.110273 -1.840711 4.739286 -1.571 0.479 0.953
C -2.667813 -0.532810 5.000098 0.898 -0.068 -0.560
C -1.902568 -0.229204 6.124302 -1.649 -1.075 0.378
C -4.067828 -2.105816 3.548947 0.151 -0.511 -0.714
C -5.253195 -2.863080 3.570682 -0.406 0.117 1.950
C -6.221984 -2.877092 2.569393 2.442 0.114 0.075
N -5.848521 -2.339834 1.387299 -1.133 -0.972 0.491
C -4.650866 -1.750549 1.212759 -0.799 -0.315 0.138
C -3.798375 -1.621791 2.271671 1.150 1.176 0.424
C -6.786968 -2.531964 0.276162 0.442 1.730 -1.227
H -1.216369 0.349614 8.368406 0.145 -0.266 0.127
H -0.315466 -1.194454 8.492654 -0.050 0.173 0.644
H -2.079819 -1.054466 9.065784 0.527 0.044 0.483
H -1.760837 -3.089448 7.684257 -0.415 -0.565 -0.179
H -3.115909 -3.807247 5.479493 -0.111 -0.358 0.761
H -2.830541 0.298493 4.330128 -0.129 0.009 -0.273
H -1.614129 0.782288 6.369415 0.228 -0.162 -0.151
H -5.449764 -3.370411 4.503632 -0.473 -0.115 0.049
H -7.182245 -3.369536 2.611631 0.132 -0.001 0.203
H -4.456426 -1.345521 0.230639 0.078 0.002 0.019
H -2.910075 -1.025921 2.122472 0.241 -0.103 -0.211
H -7.784056 -2.899090 0.519345 0.557 -0.457 0.420
H -6.260605 -3.059863 -0.519043 -0.341 -0.423 0.186
H -6.964466 -1.530522 -0.115898 -0.112 0.076 -0.188
C 3.384812 6.588300 0.638828 -2.806 1.133 -2.252
F 4.148852 6.164499 1.573568 1.361 -0.545 0.995
F 2.461815 7.442764 1.197450 0.572 -0.533 -0.165
F 4.027423 7.330793 -0.284564 0.243 -0.725 0.621
S 2.384368 5.159340 -0.199868 -2.407 -0.615 -0.189
O 3.173417 3.953535 -0.072721 0.888 -0.235 0.570
O 1.151946 5.116248 0.658272 1.908 0.430 -1.349
O 2.159428 5.453378 -1.630467 0.044 0.744 1.719
C -4.412215 1.988169 1.328824 1.213 1.853 3.174
F -4.869562 0.996552 2.179058 -0.214 0.564 -1.424
F -3.450980 1.451460 0.575753 -0.418 -0.522 -0.664
F -5.363388 2.536869 0.610202 -0.516 -1.057 -0.574
S -3.671099 3.380322 2.456485 0.450 1.349 0.410
O -2.262249 3.030029 2.577453 0.134 -0.472 -0.699
O -3.928539 4.640271 1.759842 0.177 -1.225 -0.366
O -4.355443 3.272000 3.714787 -0.708 -0.637 0.083
C -3.903967 -5.960790 1.715166 0.406 -3.260 -0.595
F -3.362243 -5.331334 2.717260 0.415 1.940 0.019
F -5.134826 -6.286604 2.093468 -1.019 0.405 -0.220
F -4.023975 -5.246270 0.536752 0.299 0.373 1.017
S -2.957876 -7.599835 1.530014 1.098 -2.208 0.043
O -1.602771 -7.264555 1.075391 -1.034 0.718 0.031
O -3.047270 -8.197244 2.852981 -0.281 1.315 -1.516
O -3.707980 -8.333201 0.482749 -0.027 1.178 0.310
C -0.731302 3.806431 -6.410919 -0.273 -1.494 0.876
F -0.836922 3.548215 -7.705923 -0.254 0.027 0.178
F 0.243201 4.655453 -6.223291 0.789 0.876 0.190
F -1.878878 4.378178 -5.961541 0.293 -0.354 -0.340
S -0.331395 2.172938 -5.462493 1.071 -0.600 0.707
O 0.939953 1.734461 -6.051831 -0.777 0.942 0.613
O -0.278765 2.423862 -3.994014 -0.032 0.532 -1.790
O -1.429566 1.304165 -5.819038 -0.850 -0.166 -0.096
C -0.867761 -5.951861 5.100592 1.645 -0.900 -0.694
F -0.383050 -5.188438 4.060056 -0.434 -0.205 0.656
F -0.796679 -5.204337 6.199079 0.389 0.410 0.553
F -2.140872 -6.164994 4.892894 -1.062 -0.143 -0.408
S 0.135163 -7.599503 5.178598 2.364 -4.197 -0.068
O -0.796503 -8.680212 5.572445 0.521 2.713 -0.104
O 0.670487 -7.842496 3.827593 -1.190 1.356 -0.133
O 1.298538 -7.423290 6.064274 -1.993 1.190 0.043
C 1.553763 -1.726272 4.607269 2.688 2.800 1.015
F 2.038564 -1.624980 3.303586 -1.082 -0.595 1.317
F 0.353665 -2.195705 4.688767 -1.748 -0.779 -0.847
F 2.351316 -2.540545 5.289425 0.092 0.148 -0.416
S 1.530841 0.114741 5.368534 1.649 0.159 0.811
O 1.278299 0.020589 6.817823 -0.333 -0.742 -1.413
O 2.811092 0.733843 5.049625 -0.674 -0.910 -0.075
O 0.433859 0.700331 4.621950 -1.068 -0.158 -0.438
C 4.646948 -3.334213 -3.652673 -3.639 0.261 -1.154
F 4.767468 -4.456630 -4.358960 0.696 0.295 -0.128
F 4.685027 -3.666191 -2.379043 0.510 0.229 0.757
F 5.531345 -2.414881 -3.969602 0.453 -0.297 0.160
S 2.821366 -2.646211 -4.120970 -0.400 1.620 -2.408
O 2.629905 -1.326105 -3.476525 0.923 -1.106 0.067
O 2.825704 -2.562458 -5.598705 1.056 0.172 1.336
O 1.802965 -3.600305 -3.751461 -0.055 -1.147 1.478
```
Positions in Å, forces in eV/Å.

Output
DFT total energy = -275238.782 eV
LUMO level = -6.1 eV
total charge = +2